{"formula": "C3H12N2O", "method": "the ωB97M-V functional and the def2-TZVPD basis", "species": ["C", "C", "N", "C", "N", "H", "H", "H", "H", "H", "H", "H", "H", "H", "H", "H", "H", "O"], "coordinates": [[-1.132, -1.218, 1.480], [0.211, -1.012, 0.846], [0.202, -0.235, -0.417], [1.511, 0.308, -0.733], [1.492, 1.224, -1.898], [-1.620, -0.257, 1.656], [-1.805, -1.803, 0.850], [-1.069, -1.679, 2.438], [0.860, -1.893, 0.798], [0.827, -0.346, 1.468], [0.005, -0.923, -1.158], [1.767, 0.889, 0.157], [2.335, -0.399, -0.848], [0.617, 0.922, -2.324], [1.359, 2.179, -1.591], [-1.202, 0.998, -0.442], [-2.636, 1.484, -0.196], [-1.722, 1.760, -0.088]], "homo_lumo_gap_ev": [2.900, 10.268], "charge": -1, "mol_weight_g_mol": 92.14, "e_above_lowest_ev": 0.502, "e_homo_ev": [1.346, -5.998], "s_squared": 0.75, "multiplicity": 2}

=====

{"formula": "C27H21F6NO10PS3Sr", "method": "the ωB97M-V functional and the def2-TZVPD basis", "species": ["Sr", "F", "C", "F", "F", "S", "O", "O", "N", "S", "O", "O", "C", "F", "F", "F", "O", "C", "C", "O", "C", "C", "O", "C", "O", "O", "C", "S", "C", "O", "H", "H", "H", "H", "H", "H", "C", "C", "C", "C", "C", "C", "P", "C", "C", "C", "C", "C", "C", "C", "C", "C", "C", "C", "C", "H", "H", "H", "H", "H", "H", "H", "H", "H", "H", "H", "H", "H", "H", "H"], "coordinates": [[0.838, 1.983, 0.618], [2.952, 2.789, 3.265], [3.633, 3.666, 2.549], [3.995, 4.670, 3.339], [4.706, 3.116, 2.023], [2.614, 4.376, 1.147], [2.731, 3.523, -0.019], [3.024, 5.739, 1.045], [1.077, 4.169, 1.774], [-0.248, 4.638, 0.882], [-1.189, 3.518, 0.816], [-0.732, 5.918, 1.274], [0.129, 4.795, -1.006], [-1.003, 5.339, -1.461], [1.144, 5.593, -1.277], [0.307, 3.597, -1.588], [5.884, -1.461, -1.741], [4.895, -0.943, -1.274], [3.604, -0.646, -1.999], [3.294, -1.044, -3.111], [2.772, 0.136, -1.076], [3.431, 0.238, 0.186], [2.932, 0.786, 1.228], [4.687, -0.510, 0.156], [5.398, -0.789, 1.111], [1.594, 0.558, -1.332], [2.122, -1.746, 2.408], [0.998, -0.696, 3.335], [-0.242, -1.950, 3.760], [0.260, 0.189, 2.361], [2.193, -2.697, 2.938], [3.088, -1.252, 2.347], [1.711, -1.900, 1.408], [-0.254, -2.106, 4.837], [-0.060, -2.889, 3.241], [-1.197, -1.537, 3.437], [-2.828, 0.534, -4.753], [-2.761, 1.497, -3.757], [-2.267, 1.165, -2.505], [-1.852, -0.136, -2.226], [-1.921, -1.095, -3.232], [-2.403, -0.761, -4.489], [-1.280, -0.445, -0.516], [-0.475, -2.080, -0.568], [-0.805, -3.083, 0.342], [-0.067, -4.259, 0.392], [1.006, -4.447, -0.467], [1.330, -3.459, -1.390], [0.594, -2.284, -1.444], [-2.893, -0.807, 0.280], [-3.189, -0.148, 1.468], [-4.409, -0.352, 2.109], [-5.341, -1.217, 1.561], [-5.055, -1.881, 0.372], [-3.841, -1.677, -0.261], [-3.198, 0.792, -5.737], [-3.078, 2.514, -3.956], [-2.209, 1.930, -1.737], [-1.579, -2.104, -3.036], [-2.441, -1.512, -5.268], [-1.637, -2.950, 1.023], [-0.333, -5.031, 1.106], [1.589, -5.358, -0.421], [2.166, -3.580, -2.068], [0.874, -1.521, -2.159], [-2.462, 0.530, 1.902], [-4.624, 0.174, 3.031], [-6.293, -1.372, 2.054], [-5.783, -2.554, -0.063], [-3.625, -2.191, -1.191]], "homo_lumo_gap_ev": 6.086, "charge": -1, "mol_weight_g_mol": 848.25, "e_homo_ev": -4.045}

=====

{"formula": "C3H10O2", "method": "the ωB97M-V functional and the def2-TZVPD basis", "species": ["C", "C", "O", "H", "H", "H", "H", "H", "H", "C", "O", "H", "H", "H", "H"], "coordinates": [[1.375, -2.652, -2.440], [2.523, -1.695, -2.339], [2.695, -1.254, -0.976], [0.460, -2.117, -2.216], [1.344, -3.049, -3.457], [1.469, -3.415, -1.672], [2.371, -0.788, -2.944], [3.466, -2.111, -2.717], [3.636, -1.056, -0.970], [-3.258, 2.937, 3.638], [-3.453, 2.795, 2.237], [-3.945, 2.279, 4.162], [-2.225, 2.702, 3.923], [-3.517, 3.951, 3.976], [-2.939, 3.475, 1.795]], "smiles": "CCO.CO", "homo_lumo_gap_ev": 11.243, "mol_weight_g_mol": 78.11, "e_above_lowest_ev": 0.928, "e_homo_ev": -10.244}

=====

What is the formula in the first record?
C3H12N2O